Entry 1:
Formula: CH3N3O2S
Source: the OMol25 dataset
Level of theory: wB97M-V/def2-TZVPD

Last column: Mulliken charge in e.
CARTESIAN COORDINATES (ANGSTROEM)
S: -1.293 0.286 -0.051  0.92
O: -1.983 0.944 1.042  -0.55
O: -1.975 0.342 -1.299  -0.53
N: -0.741 -1.491 0.250  -0.07
N: 0.339 0.814 -0.244  -0.37
N: 0.476 -1.511 0.239  -0.17
C: 1.189 -0.317 0.034  -0.19
H: 1.655 -0.668 -0.896  0.20
H: 1.962 -0.078 0.668  0.42
H: 0.371 1.679 0.257  0.34

Frontier orbital gap in eV: 10.2676
Relative energy (zero: lowest compared OMol25 entry of this formula, charge and spin) in kJ/mol: 214.2
Highest occupied orbital energy in eV: -10.385
Energy in a.u.: -752.74958
LUMO energy in eV: -0.12
SMILES: O=S1(=O)N=NCN1
Spin multiplicity: 1



Entry 2:
Formula: C4H16NO6
Source: the OMol25 dataset
Level of theory: wB97M-V/def2-TZVPD

Last column: Mulliken charge in e.
CARTESIAN COORDINATES (ANGSTROEM)
O: 0.540 -1.360 -0.644  -0.63
O: 2.636 -3.373 -0.339  -0.71
O: -3.465 -0.417 2.318  -0.65
O: -0.331 -4.018 -1.233  -0.67
O: 2.847 2.322 -2.175  -0.69
O: 2.131 0.217 -0.483  -0.85
N: -1.518 0.106 -0.518  -0.67
C: -0.773 2.739 1.325  -1.23
C: -0.241 0.799 -0.205  0.28
C: -0.388 1.228 1.254  -0.50
C: 0.933 -0.218 -0.435  0.17
H: -3.643 0.416 1.950  0.32
H: 2.951 -2.605 -0.908  0.34
H: 0.613 1.116 1.701  0.34
H: 2.508 1.782 -1.487  0.39
H: -0.977 0.550 1.896  0.38
H: 0.126 3.365 1.046  0.29
H: -1.164 2.896 2.403  0.28
H: 3.096 1.546 -2.791  0.32
H: -0.736 -3.152 -1.324  0.35
H: 0.089 1.623 -0.886  0.23
H: -3.041 -0.966 1.736  0.29
H: 1.826 -2.914 0.058  0.35
H: 0.612 -3.708 -1.184  0.41
H: -1.542 0.037 -1.542  0.27
H: -1.588 2.831 0.662  0.37
H: -1.501 -0.844 -0.196  0.22

Frontier orbital gap in eV: 8.7155
Relative energy (zero: lowest compared OMol25 entry of this formula, charge and spin) in kJ/mol: 35.4
Highest occupied orbital energy in eV: -5.301
Energy in a.u.: -668.27669
Total charge: -1
LUMO energy in eV: 3.41
Spin multiplicity: 1



Entry 3:
Formula: C17H16Cl8F2O
Source: the OMol25 dataset
Level of theory: wB97M-V/def2-TZVPD

Last column: Mulliken charge in e.
CARTESIAN COORDINATES (ANGSTROEM)
Cl: 2.189 -1.018 -4.905  -0.12
Cl: -0.315 -1.939 5.977  -0.11
Cl: 2.228 -0.832 6.993  -0.08
Cl: 2.010 -3.601 6.703  -0.11
Cl: 0.319 1.281 -4.133  -0.01
Cl: 0.120 -0.135 -6.701  -0.10
Cl: 2.398 1.515 -6.242  -0.08
Cl: 2.166 -2.086 4.284  -0.08
F: 0.879 -3.603 1.531  -0.31
F: 0.038 3.356 -0.621  -0.27
O: -5.060 -2.733 1.058  -0.54
C: -0.100 -0.445 -0.984  -0.02
C: 2.845 4.513 -2.645  -0.58
C: 0.269 -2.823 -0.597  -0.05
C: 2.006 3.648 -1.889  -0.19
C: 0.516 -2.602 0.754  0.10
C: 0.636 5.594 -1.171  -0.48
C: -2.854 -3.708 1.112  -0.62
C: 1.576 6.428 -1.767  -0.33
C: 1.518 -2.046 5.965  0.35
C: -0.220 -1.793 -1.458  -0.85
C: 0.099 -0.221 0.375  -0.58
C: -4.153 -3.127 1.760  0.61
C: -4.269 -3.016 3.274  -1.03
C: 1.232 0.470 -5.451  0.29
C: 0.348 -1.289 1.252  -0.03
C: 2.649 5.923 -2.467  -0.44
C: 0.874 4.204 -1.180  0.34
H: -2.995 -3.881 0.046  0.31
H: 0.180 -3.799 -1.050  0.40
H: 0.129 0.764 0.818  0.44
H: -2.046 -3.017 1.353  -0.09
H: 0.572 -1.178 2.303  0.22
H: -3.881 -3.853 3.854  0.32
H: -0.256 5.837 -0.612  0.41
H: -2.598 -4.750 1.302  0.44
H: 3.694 4.017 -3.092  0.37
H: 3.302 6.602 -2.995  0.34
H: -0.427 0.310 -1.683  0.36
H: 1.523 7.506 -1.761  0.34
H: -3.877 -2.059 3.619  0.25
H: 2.262 2.602 -1.972  0.50
H: -5.323 -2.951 3.542  0.35
H: -0.202 -2.063 -2.503  0.35

Frontier orbital gap in eV: 9.1201
Relative energy (zero: lowest compared OMol25 entry of this formula, charge and spin) in kJ/mol: 152.1
Highest occupied orbital energy in eV: -9.235
Energy in a.u.: -4613.79510
LUMO energy in eV: -0.12
SMILES: ClC(Cl)(Cl)Cl.ClC(Cl)(Cl)Cl.Fc1ccccc1.Fc1ccccc1.CC(C)=O
Spin multiplicity: 1



Entry 4:
Formula: C2H4F2S2
Source: the OMol25 dataset
Level of theory: wB97M-V/def2-TZVPD

Last column: Mulliken charge in e.
CARTESIAN COORDINATES (ANGSTROEM)
S: 0.484 2.265 0.007  -0.19
S: -0.220 0.850 1.362  -0.04
F: -1.524 -0.931 -0.432  -0.21
F: 0.178 -1.463 -1.766  -0.23
C: 0.814 -0.579 0.872  -0.72
C: -0.432 -1.636 -0.561  0.28
H: 1.528 -0.249 0.197  0.37
H: -0.691 -2.615 -0.328  0.27
H: -0.731 2.165 -0.476  0.17
H: 1.110 -1.196 1.773  0.29

Frontier orbital gap in eV: 8.8944
Relative energy (zero: lowest compared OMol25 entry of this formula, charge and spin) in kJ/mol: 196.0
Highest occupied orbital energy in eV: -8.506
Energy in a.u.: -1074.61334
LUMO energy in eV: 0.39
Spin multiplicity: 1



Entry 5:
Formula: C5H11ClNO
Source: the OMol25 dataset
Level of theory: wB97M-V/def2-TZVPD

Last column: Mulliken charge in e.
CARTESIAN COORDINATES (ANGSTROEM)
Cl: -0.937 1.804 -2.397  -0.15
O: -0.298 0.046 -0.507  -0.27
N: 1.027 0.078 2.009  -0.15
C: 0.917 0.675 -0.381  -0.54
C: -1.030 0.276 -1.564  0.49
C: 1.633 -0.119 0.615  -0.91
C: -0.392 -0.041 2.006  -0.70
C: -1.930 -0.777 -1.984  -1.16
H: -1.437 -1.573 -2.524  0.30
H: -2.617 -0.492 -2.762  0.41
H: -0.689 -1.035 2.137  0.38
H: 1.529 -1.121 0.330  0.38
H: 2.700 0.163 0.704  0.45
H: 0.816 1.636 0.127  0.30
H: -2.542 -1.220 -1.242  0.33
H: 1.339 -0.786 2.490  0.37
H: 1.358 0.620 -1.331  0.69
H: 1.488 1.005 2.377  0.41
H: -0.934 0.861 1.898  0.39

Frontier orbital gap (spin up / spin down) in eV: 5.3898 / 9.8805
Relative energy (zero: lowest compared OMol25 entry of this formula, charge and spin) in kJ/mol: 498.9
Highest occupied orbital energy (spin up / spin down) in eV: -10.197 / -13.461
Energy in a.u.: -786.86763
Total charge: +1
LUMO energy (spin up / spin down) in eV: -4.81 / -3.58
Spin multiplicity: 1



Entry 6:
Formula: C38H33BrGeKNOS
Source: the OMol25 dataset
Level of theory: wB97M-V/def2-TZVPD

Last column: Mulliken charge in e.
CARTESIAN COORDINATES (ANGSTROEM)
Br: -6.908 -2.957 0.640  -0.66
Ge: 2.972 1.053 -2.199  1.49
K: -0.299 -0.430 -3.101  0.26
S: -0.852 -1.216 0.418  0.52
O: -1.116 -0.127 -0.573  -0.64
N: -3.179 -1.268 -2.969  -0.48
C: -4.531 -3.027 -2.032  -0.31
C: -2.627 -5.391 3.264  -0.38
C: 2.627 5.349 -2.085  -0.60
C: -3.763 -4.711 2.845  -0.72
C: -1.286 -4.032 1.799  -0.18
C: 1.102 3.182 -1.304  0.21
C: 7.796 1.551 -2.196  -0.30
C: -2.418 -3.328 1.396  -0.09
C: -3.587 -2.542 -2.929  -0.31
C: 2.535 -0.741 2.347  -0.28
C: -2.348 -2.231 0.376  0.23
C: 5.715 0.988 -3.272  -0.60
C: 4.992 1.270 -2.112  -0.50
C: 0.612 4.472 -1.128  -0.64
C: 2.671 1.177 0.892  0.23
C: 2.291 0.187 -3.720  -1.21
C: 2.549 0.638 2.170  -0.88
C: 2.724 -1.008 -0.040  -0.69
C: 2.356 2.940 -1.874  -0.65
C: 5.714 1.689 -0.994  0.19
C: -4.380 2.220 2.063  -0.45
C: -3.784 -0.422 -2.129  -0.12
C: -4.752 -0.800 -1.208  -0.40
C: -5.098 -2.135 -1.140  0.00
C: -4.489 0.971 2.659  -0.67
C: -2.179 0.507 2.124  0.21
C: -1.389 -5.051 2.736  -0.78
C: 3.103 4.054 -2.259  -0.17
C: 7.098 1.120 -3.318  -0.43
C: 2.761 0.372 -0.249  -0.12
C: 1.376 5.564 -1.519  -0.33
C: 7.097 1.836 -1.029  -0.65
C: -2.075 1.767 1.538  0.02
C: -3.660 -3.682 1.920  -0.03
C: 2.625 -1.564 1.230  -0.44
C: -1.020 -0.437 2.066  -0.69
C: -3.170 2.618 1.510  -0.69
C: -3.391 0.123 2.692  -0.29
H: 4.081 3.904 -2.704  0.33
H: -0.316 -3.779 1.384  0.43
H: 5.152 0.669 -4.147  0.37
H: 5.188 1.899 -0.066  0.24
H: -5.239 2.878 2.024  0.38
H: -4.771 -4.085 -2.008  0.39
H: -3.080 3.590 1.042  0.40
H: -0.499 -5.584 3.047  0.39
H: 0.497 2.336 -0.978  0.33
H: 2.766 -1.659 -0.912  0.22
H: 2.448 -1.168 3.341  0.36
H: 2.609 -2.644 1.352  0.40
H: -3.436 0.608 -2.159  0.32
H: 1.001 6.573 -1.385  0.34
H: -0.366 4.625 -0.683  0.43
H: -4.738 -4.989 3.225  0.46
H: 2.682 2.259 0.783  0.37
H: -3.092 -3.219 -3.624  0.35
H: -5.158 -0.068 -0.517  0.42
H: -3.210 -1.571 0.432  -0.29
H: -2.708 -6.192 3.989  0.37
H: -3.479 -0.855 3.150  0.33
H: -2.326 -2.634 -0.633  0.43
H: -1.085 -1.250 2.791  0.67
H: 8.876 1.662 -2.228  0.33
H: 7.636 0.892 -4.234  0.35
H: 3.233 6.194 -2.396  0.35
H: -4.555 -3.184 1.559  -0.09
H: -1.136 2.066 1.090  0.36
H: -0.063 0.072 2.192  0.16
H: 7.633 2.169 -0.145  0.36
H: 2.472 1.295 3.032  0.37
H: -5.433 0.645 3.077  0.38

Frontier orbital gap (spin up / spin down) in eV: 3.6216 / 2.9562
Relative energy (zero: lowest compared OMol25 entry of this formula, charge and spin) in kJ/mol: 0.0
Highest occupied orbital energy (spin up / spin down) in eV: 0.194 / 0.948
Energy in a.u.: -7246.69019
Total charge: -2
LUMO energy (spin up / spin down) in eV: 3.82 / 3.90
Spin multiplicity: 1



- What is the formula in the first record?
  CH3N3O2S